DFT (the ωB97M-V functional and the def2-TZVPD basis) results for C31H35F9N4OP2Pt as an isolated structure in a non-equilibrium geometry.

Element x y z (Å)
Pt1 -0.21 0.96 -4.06
C1 -1.67 1.53 -5.61
C2 -1.46 0.14 -5.76
C3 -0.53 -0.44 -6.77
C4 0.83 0.30 -6.80
C5 1.26 0.81 -5.47
C6 1.01 2.24 -5.11
C7 0.15 3.12 -5.99
C8 -1.13 2.53 -6.60
C9 0.17 1.24 -1.90
H1 -2.50 1.89 -5.00
H2 -2.24 -0.54 -5.45
H3 -0.94 -0.46 -7.80
H4 -0.36 -1.50 -6.49
H5 1.58 -0.45 -7.09
H6 0.89 1.06 -7.59
H7 2.16 0.33 -5.10
H8 1.77 2.75 -4.50
H9 0.85 3.40 -6.78
H10 -0.17 4.02 -5.42
H11 -1.85 3.34 -6.80
H12 -0.96 2.10 -7.60
H13 -0.63 1.87 -1.49
H14 1.08 1.90 -1.87
H15 0.30 0.42 -1.15
P1 1.86 -0.77 -2.93
P2 -1.49 -0.48 -2.69
N1 3.66 0.19 -3.39
N2 2.56 -1.78 -1.76
N3 -3.02 0.74 -3.02
N4 -2.62 -1.30 -1.58
C10 0.80 -2.12 -3.75
C11 -0.75 -1.98 -3.64
C12 3.77 1.55 -3.11
C13 4.83 2.11 -3.82
C14 5.51 1.01 -4.43
C15 4.79 -0.14 -4.11
C16 3.07 -1.45 -0.49
C17 4.10 -2.32 -0.19
C18 4.29 -3.20 -1.32
C19 3.37 -2.83 -2.27
C20 -2.91 2.11 -2.74
C21 -3.94 2.80 -3.36
C22 -4.79 1.83 -3.92
C23 -4.23 0.57 -3.68
C24 -3.61 -2.14 -2.11
C25 -4.06 -2.97 -1.10
C26 -3.32 -2.66 0.08
C27 -2.43 -1.66 -0.24
H16 1.08 -3.04 -3.19
H17 1.18 -2.23 -4.79
H18 -1.29 -2.04 -4.59
H19 -1.12 -2.79 -2.99
H20 3.11 2.03 -2.42
H21 5.05 3.18 -3.87
H22 6.41 1.06 -5.01
H23 5.00 -1.16 -4.39
H24 2.54 -0.73 0.12
H25 4.70 -2.30 0.71
H26 5.02 -4.00 -1.47
H27 3.11 -3.28 -3.22
H28 -2.12 2.45 -2.10
H29 -4.09 3.87 -3.37
H30 -5.72 2.05 -4.42
H31 -4.64 -0.40 -3.85
H32 -3.90 -2.08 -3.13
H33 -4.81 -3.74 -1.22
H34 -3.42 -3.12 1.04
H35 -1.71 -1.11 0.32
F1 1.16 -1.64 2.26
C28 0.79 -0.50 2.91
F2 0.82 -0.77 4.26
F3 1.78 0.39 2.67
C29 -0.63 -0.02 2.39
O1 -0.61 0.17 1.09
C30 -1.68 -1.06 2.95
F4 -1.80 -1.02 4.31
F5 -2.92 -0.80 2.44
F6 -1.35 -2.33 2.61
C31 -1.02 1.36 3.11
F7 -0.76 1.42 4.45
F8 -0.35 2.38 2.54
F9 -2.36 1.60 2.94

Summary:
* DFT total energy: -3196.96332 a.u.
* lowest unoccupied orbital energy (spin up / spin down): -2.0 / -3.7 eV
* <S²>: 2.019
* F_max: 3.8 eV/Å
* HOMO energy (spin up / spin down): -0.280 / -0.288 hartree
* ΔE to the lowest compared entry with this formula, charge and spin: 62.6 kcal/mol
* 2S+1: 3